Entry from the Open Molecules 2025 dataset: a molecular structure, C5H3N (ωB97M-V/def2-TZVPD).

Geometry as ORCA input:
```
! wB97M-V def2-TZVPD RIJCOSX def2/J DEFGRID3
* xyz 0 1
C -0.84744 0.74701 0.48119
C -1.26719 -0.26153 1.26036
C -0.19418 -0.01708 -1.34398
C -0.19733 1.16836 -0.65098
C -1.00017 -0.99257 0.16875
N -0.50150 -1.25280 -1.00971
H 0.25496 2.13892 -0.89831
H 2.14103 -0.88242 0.76579
H 1.61182 -0.64790 1.22690
*
```

Calculated values
gap between HOMO and LUMO (alpha / beta): 8.108 / 8.311 eV
HOMO energy (alpha / beta): -8.6 / -9.0 eV
ΔE to the lowest compared entry with this formula, charge and spin: 5.526 eV

=====

Entry from the Open Molecules 2025 dataset: a molecular structure, C23H83InNO17 (ωB97M-V/def2-TZVPD).

Geometry as ORCA input:
```
! wB97M-V def2-TZVPD RIJCOSX def2/J DEFGRID3
* xyz -1 1
C 2.63777 2.24759 3.42372
C 1.23828 2.61425 2.81346
C 1.43119 3.29384 1.38443
C 1.58817 2.12860 0.32532
In 3.18721 2.51363 -1.23635
C 3.51130 0.50048 -2.29288
C 3.09958 -0.67519 -1.33489
O 2.77692 -1.87850 -2.09822
C 4.32270 -0.91377 -0.37579
N 4.04922 -1.84691 0.73388
H 2.61160 2.19324 4.53938
H 3.42313 2.95935 3.08276
H 2.88932 1.21654 3.07291
H 0.70016 1.66042 2.59542
H 0.57609 3.19907 3.48507
H 2.27079 4.01947 1.39356
H 0.45146 3.79474 1.17920
H 0.64252 1.88385 -0.21419
H 1.93095 1.21833 0.88871
H 4.70719 3.12099 -0.50819
H 2.63387 3.64047 -2.52066
H 4.58071 0.35637 -2.56862
H 2.82102 0.52737 -3.16979
H 2.19373 -0.42929 -0.73147
H 2.07346 -2.29462 -1.57525
H 4.62629 0.07506 0.03663
H 5.14442 -1.36256 -0.97803
H 3.45721 -1.41958 1.43885
H 3.63978 -2.71313 0.39618
C -1.56226 -2.62807 -1.56653
O -0.17937 -2.71156 -1.25844
H -1.68685 -2.77587 -2.63838
H -2.11146 -3.40558 -1.02632
H -1.94494 -1.64259 -1.29033
H -0.09060 -2.57551 -0.30747
C -0.39749 4.74036 6.02559
O 0.43103 3.58639 5.93938
H 0.21846 5.62129 5.85871
H -1.17879 4.69746 5.26199
H -0.85232 4.80209 7.01820
H -0.12966 2.82154 6.08837
C 0.62225 -4.38231 -4.89453
O -0.09145 -3.16891 -4.70041
H 0.12693 -4.95922 -5.67497
H 1.64740 -4.16233 -5.20229
H 0.62780 -4.95966 -3.96551
H 0.36730 -2.67976 -4.00648
C 3.49798 3.12643 -6.11696
O 3.99371 3.21455 -4.78517
H 2.61870 3.76143 -6.20080
H 4.25918 3.46835 -6.82659
H 3.21840 2.09514 -6.34435
H 4.76720 2.64285 -4.72866
C -2.95428 -5.16388 -5.79865
O -2.85436 -6.17787 -6.79683
H -2.50392 -4.24897 -6.17925
H -4.00303 -4.97994 -5.56541
H -2.42265 -5.48071 -4.89999
H -3.25880 -6.97080 -6.42859
C -4.80185 -7.19749 -9.68336
O -3.41924 -7.28484 -9.36989
H -4.92915 -7.35555 -10.75189
H -5.35797 -7.96710 -9.13841
H -5.18274 -6.20638 -9.41845
H -3.33161 -7.14163 -8.41803
C 2.53225 3.64479 9.45813
O 1.72424 4.25018 8.45338
H 2.32954 4.13458 10.40947
H 2.28651 2.58283 9.54181
H 3.59077 3.76264 9.21131
H 1.91166 3.80440 7.61934
C 7.11791 4.56752 -5.81455
O 6.51441 4.75919 -4.54705
H 8.04876 5.13273 -5.84499
H 7.33829 3.50638 -5.97170
H 6.45360 4.92812 -6.60663
H 5.69067 4.24904 -4.54210
C -0.93991 6.32010 0.05900
O -1.03162 5.40280 1.14299
H -0.12520 7.01242 0.26101
H -0.73222 5.78323 -0.86998
H -1.87392 6.88192 -0.03867
H -1.75302 4.80008 0.94733
C 0.22911 2.34191 12.11176
O 1.61975 2.22244 12.41145
H 0.08152 2.12522 11.05345
H -0.34033 1.62923 12.70782
H -0.10664 3.35766 12.32241
H 1.73488 2.41569 13.34397
C -1.62556 -0.64334 10.96615
O -1.15918 -0.51270 12.30386
H -2.48918 0.00640 10.83635
H -0.84218 -0.34440 10.26446
H -1.92147 -1.67733 10.77041
H -0.39873 -1.09159 12.39783
C -1.47232 5.85429 10.64679
O -0.27084 5.34943 11.21327
H -1.95846 6.49506 11.38059
H -1.24799 6.43929 9.75111
H -2.14283 5.02876 10.39024
H 0.14199 4.78796 10.54797
C -1.37679 -0.79502 2.66631
O -1.28146 -1.81434 1.67625
H -0.92813 0.11235 2.27072
H -2.42660 -0.60325 2.90611
H -0.83991 -1.09747 3.56936
H -1.68198 -2.60659 2.04167
C -6.94815 -9.52729 -12.22545
O -7.12773 -8.13279 -12.00742
H -6.89064 -10.02332 -11.25853
H -7.79442 -9.93207 -12.78729
H -6.02049 -9.70530 -12.77580
H -7.17549 -7.71302 -12.86935
C -6.26514 -6.51079 -4.22262
O -4.88154 -6.59578 -3.89789
H -6.37845 -6.65801 -5.29541
H -6.82417 -7.28655 -3.69280
H -6.65437 -5.52562 -3.95262
H -4.80196 -6.46293 -2.95041
C -0.12317 2.41163 -4.47283
O 0.10613 2.27851 -5.87585
H 0.48215 3.23311 -4.09426
H -1.18046 2.62700 -4.28727
H 0.16554 1.49018 -3.96138
H -0.43467 1.54899 -6.18566
*
```

Calculated values
gap between HOMO and LUMO: 5.835 eV
HOMO energy: -4.2 eV

=====

Entry from the Open Molecules 2025 dataset: 2 unconnected molecules or ions with the total composition C6H14N2O2 (ωB97M-V/def2-TZVPD).

Geometry as ORCA input:
```
! wB97M-V def2-TZVPD RIJCOSX def2/J DEFGRID3
* xyz 0 1
C -1.73803 -2.56275 1.19393
C -0.86912 1.09191 2.12981
C -1.30021 -1.13130 1.16348
O -0.93740 -0.66277 0.09583
N -1.17385 -0.33260 2.30002
H -2.61765 -2.64313 0.61076
H -1.20176 -0.66875 3.21745
H 0.30470 1.17400 2.08493
H -1.24957 -3.49398 1.05478
H -2.20214 -2.84212 2.07228
H -1.15982 1.43698 1.05983
H -1.40482 1.62512 2.93644
C 0.30153 2.37768 -1.32577
C 2.17765 -0.87033 -1.85678
C 1.64641 0.53189 -2.42747
O 1.99579 1.07234 -3.46438
N 1.15417 1.15404 -1.24160
H 0.78991 0.52236 -0.51949
H -0.44773 1.99818 -2.00256
H 1.84420 -1.62325 -2.60460
H 0.16927 2.46810 -0.15037
H 0.88528 3.18271 -1.75316
H 3.22778 -0.69549 -1.67905
H 1.80542 -1.10885 -0.89430
*
```

Calculated values
gap between HOMO and LUMO: 9.693 eV
HOMO energy: -9.1 eV
ΔE to the lowest compared entry with this formula, charge and spin: 2.946 eV

=====

Entry from the Open Molecules 2025 dataset: a molecular structure, C15H26IO2P2SeY (ωB97M-V/def2-TZVPD).

Geometry as ORCA input:
```
! wB97M-V def2-TZVPD RIJCOSX def2/J DEFGRID3
* xyz 2 1
C 2.15881 -5.33199 -4.87175
C 1.07696 -4.77976 -3.99046
H 1.77713 -6.23849 -5.38566
H 3.03234 -5.57672 -4.23761
H 2.44145 -4.55241 -5.60490
O -0.03154 -5.09266 -3.74982
I 1.60628 -2.48067 -2.48870
Y 0.95819 -0.31291 -0.57813
P -0.72437 1.36804 -2.02868
C -2.43289 1.99919 -2.12493
C 0.15782 2.94099 -2.38384
H -0.24192 3.34377 -3.33204
H -0.74328 1.31814 -4.44508
H 1.23972 2.75859 -2.50694
H 0.47329 0.18101 -3.79206
H -2.64553 2.63469 -1.25415
H -0.00820 3.67178 -1.57125
C -0.54506 0.57449 -3.66344
H -2.55044 2.59947 -3.03967
H -1.26336 -0.24995 -3.75681
H -3.13668 1.15832 -2.15888
P 0.96371 -1.59129 1.90095
C -0.10299 -2.11286 3.28590
C 1.62184 -3.20468 1.35591
H 3.27740 -0.82293 2.19924
H 2.70460 -1.82978 3.57014
H 2.17528 -0.10634 3.44209
C 2.42192 -1.02075 2.87097
H 2.34238 -3.07297 0.53639
H 2.12482 -3.68787 2.20261
H 0.48310 -2.71813 3.99448
H -0.93080 -2.72272 2.90167
H 0.79756 -3.84236 1.01283
H -0.49880 -1.23564 3.81473
C -1.21188 -0.21260 0.41149
O -2.21768 -0.03156 0.97269
Se 1.34424 2.06160 1.02231
C -0.15551 2.72707 2.02297
C -0.56342 2.10779 3.22179
C -1.68807 2.56861 3.90829
C -2.40191 3.67259 3.44106
C -1.97494 4.33041 2.28187
C -0.84710 3.87838 1.59282
H 0.02027 1.26693 3.58984
H -2.00454 2.04916 4.81059
H -3.27560 4.02841 3.98386
H -2.51927 5.19161 1.90953
H -0.48331 4.39701 0.70779
*
```

Calculated values
gap between HOMO and LUMO: 4.729 eV
HOMO energy: -13.0 eV
ΔE to the lowest compared entry with this formula, charge and spin: 0.000 eV